# 1
C4H5NO | the ωB97M-V functional and the def2-TZVPD basis

Last column: Löwdin charge in e.
Atoms and positions in Å:
O 0.39696 -1.62426 0.49602  -0.017
N 1.53313 -1.27692 0.24570  -0.199
C 0.54776 1.07808 -0.39121  0.030
C -1.86121 0.04887 0.18515  -0.104
C -0.49703 0.50565 -0.09972  -0.153
C 2.19135 -0.35052 -0.13058  0.064
H -2.07592 -0.88784 -0.33486  0.079
H -2.58733 0.80384 -0.13649  0.079
H -1.99318 -0.12506 1.25681  0.083
H 3.20705 -0.08342 -0.35360  0.084
H 1.15301 1.90100 -0.71189  0.053

Atoms 1-3, force components in eV/Å:
O 0.20 0.11 -0.06
N 0.22 0.49 -0.18
C -0.55 -0.08 0.08

The electronic energy comes out at -7760.856 eV. Its multiplicity is 1. For the HOMO-LUMO gap, the calculation gives 0.3607 Ha. The SMILES is C#[N+][O-].C#CC. Its charge is 0. The value obtained for the HOMO energy is -9.11 eV. Its energy relative to the best compared isomer or geometry (same formula, charge and spin) is 130.8 kcal/mol.

# 2
C4H8NS2 | the ωB97M-V functional and the def2-TZVPD basis

Last column: Löwdin charge in e.
Atoms and positions in Å:
S -2.12323 1.21774 0.02579  0.843
S -1.38273 -1.69662 0.13005  0.876
N 0.26637 -0.03050 1.27681  -0.007
C 1.59572 0.12179 0.69913  -0.042
C 1.47273 0.17827 -0.61000  -0.058
C 0.14913 0.04076 -1.22714  -0.204
C -0.85209 -0.06537 0.02459  -1.051
H -1.67554 1.59411 -1.16035  -0.116
H -2.54207 -1.45118 0.72640  -0.094
H 0.20979 0.84450 1.90903  0.195
H 2.41139 0.16084 1.32392  0.112
H 2.25189 0.06675 -1.29059  0.117
H 0.11682 0.86819 -1.96125  0.133
H -0.00305 -0.90881 -1.76261  0.108
H 0.10490 -0.94046 1.89622  0.186

Atoms 1-3, force components in eV/Å:
S 0.57 -0.38 0.54
S -0.96 -2.03 -0.30
N -0.95 1.43 2.79

The electronic energy comes out at -27429.550 eV. Its multiplicity is 1. For the HOMO-LUMO gap, the calculation gives 0.3876 Ha. The SMILES is SC1(S)CC=C[NH2+]1. Its charge is +1. The value obtained for the HOMO energy is -13.92 eV. Its energy relative to the best compared isomer or geometry (same formula, charge and spin) is 34.1 kcal/mol.

# 3
C23H32BBrF24O8P | the ωB97M-V functional and the def2-TZVPD basis

Last column: Löwdin charge in e.
Atoms and positions in Å:
Br -2.45633 3.35383 0.92680  0.656
P -0.52231 0.14377 0.42636  0.625
F -1.93019 3.30583 6.52578  0.144
F 8.15407 1.90246 -3.31579  0.151
F 4.28179 2.50532 -3.74845  0.148
F 4.42834 4.56534 -2.99640  0.098
F -5.64865 -3.25871 -6.40220  0.135
F 0.16064 2.71218 6.54274  0.153
F 5.98159 1.72907 -1.66399  0.103
F 0.71377 2.61265 10.43370  0.140
F -3.97399 -4.20419 -3.47875  0.107
F 3.31428 2.12969 9.90675  0.093
F 6.04785 0.11475 -3.86477  0.113
F -2.70312 -8.01232 -6.13146  0.087
F -0.51841 0.74332 8.44534  0.098
F 8.67299 1.82480 -5.42407  0.132
F -6.03538 -5.03035 -5.20836  0.144
F -5.62389 -2.78536 -3.74160  0.099
F -1.58270 0.61867 6.53486  0.114
F 8.04991 -0.59104 -4.40257  0.096
F -4.78930 -6.82116 -3.58776  0.102
F -3.35031 -8.46975 -3.59361  0.098
F 2.00035 4.39116 10.35373  0.089
F 2.05815 1.65068 8.18164  0.104
F 4.14167 2.75791 -1.06706  0.104
F -2.32928 -6.28844 -4.82073  0.153
O -4.04747 -4.75517 -6.23037  0.053
O -1.97307 -0.66481 -2.54899  -0.026
O 6.71540 2.65859 -4.87567  0.051
O -1.40451 -1.40879 0.40928  -0.279
O 0.50754 2.66249 -0.80349  -0.064
O 1.91559 1.62003 0.79162  0.092
O -0.80668 3.53350 8.40105  0.048
O -1.74359 0.76108 -0.71907  -0.284
C 5.08959 3.37359 -3.11822  -0.444
C -0.55449 2.76024 3.02423  -0.140
C 1.38347 3.42726 9.59697  -0.440
C -5.07443 -4.15378 -5.55957  -0.539
C -2.50966 -0.20813 -1.29884  -0.452
C -1.79047 2.14878 2.34294  -0.745
C 2.53324 2.65807 8.93483  -0.309
C 7.64228 1.71800 -4.54518  -0.548
C -1.43605 1.34369 7.65777  -0.289
C -4.02814 -6.14452 -6.46787  -0.049
C -4.56240 -3.36587 -4.34529  -0.287
C 0.41303 4.18355 8.68113  -0.048
C -4.15488 -7.71207 -4.37167  -0.312
C -2.59201 -1.36894 -0.30699  -0.410
C 6.32365 3.67891 -3.97791  -0.040
C -3.20790 -3.79372 0.13657  -0.094
C 1.01413 2.49406 -2.10547  -0.114
C -2.94183 -2.70823 -0.92422  -0.203
C 7.07689 0.29846 -4.70691  -0.289
C -1.59734 0.69320 1.94029  -0.303
C -3.29633 -6.99667 -5.42210  -0.443
C 5.33503 2.91121 -1.67654  -0.297
C -0.95638 2.75404 7.28377  -0.548
B 0.69239 1.64474 0.14488  -0.734
H 1.69861 1.64095 -2.18055  0.087
H -2.95275 -3.41842 1.13013  0.067
H 0.91916 4.51643 7.77487  0.149
H 6.74746 0.14209 -5.73562  0.175
H 6.01495 4.50437 -4.61671  0.148
H -2.62685 2.18911 3.04001  0.055
H 0.30434 2.09295 2.93861  0.070
H -1.88016 0.12633 -3.08812  0.078
H 2.58467 2.12521 0.31842  0.060
H -2.60428 -4.68699 -0.03123  0.061
H -3.84646 -2.56073 -1.52301  0.092
H -1.10172 0.22444 2.80051  0.079
H -4.25811 -4.09577 0.15016  0.059
H 1.55128 3.39633 -2.41921  0.073
H -0.75633 2.93241 4.08256  0.044
H -3.43985 -6.26366 -7.37629  0.147
H 0.13480 5.06829 9.25175  0.148
H 0.26239 -0.33256 -0.75505  0.043
H -2.15117 -3.02352 -1.60519  0.109
H -5.02459 -6.54349 -6.65957  0.145
H 0.43722 -0.48871 1.28674  0.013
H 5.92022 3.65247 -1.12565  0.173
H -3.42720 -1.09350 0.37266  0.138
H -2.58343 0.22373 1.87310  0.064
H -4.89007 -8.36180 -4.85484  0.170
H 3.14120 3.32460 8.31781  0.173
H -3.84949 -2.60027 -4.65699  0.179
H -0.26770 3.71379 2.57976  0.054
H 7.15325 4.02378 -3.36088  0.146
H 0.18852 2.32459 -2.80504  0.083
H -3.51604 0.20134 -1.48312  0.147
H -2.38799 1.40331 8.18896  0.174

Atoms 1-3, force components in eV/Å:
Br -0.06 0.03 -0.11
P 0.33 -0.10 0.19
F 0.02 0.02 -0.07

The electronic energy comes out at -185979.376 eV. Its multiplicity is 1. For the HOMO-LUMO gap, the calculation gives 0.2103 Ha. Its charge is -1. The value obtained for the HOMO energy is -3.73 eV.

# 4
C35H40N4P2V | the ωB97M-V functional and the def2-TZVPD basis

Last column: Löwdin spin population.
Atoms and positions in Å:
V 1.48558 -0.65873 1.86264  1.183
P -2.81457 0.56486 0.61837  0.000
P -0.11987 2.82665 -1.04200  0.001
N 0.09802 4.61081 -1.41043  0.000
N -4.13546 1.50570 1.56558  0.000
N -4.02547 -0.54644 -0.02852  0.000
N -0.35711 2.46692 -2.73902  0.000
C 0.36940 5.45277 -0.32677  0.000
C -1.90926 2.95768 -0.57533  0.000
C 1.16849 -0.14382 -0.86070  0.005
C -4.08662 1.71396 2.94433  0.000
C 0.89011 -1.27032 3.73033  -0.183
C 0.28395 6.77154 -0.74498  0.000
C 0.38875 1.52366 -3.46531  0.000
C -2.78343 1.70469 -0.83448  0.000
C -5.29563 2.12396 1.10519  0.000
C -0.25313 1.26043 -4.67087  0.000
C 7.35530 -4.44703 1.55199  -0.002
C -5.19602 2.46414 3.34782  0.000
C -4.07767 -1.91076 0.28297  0.000
C 7.48917 -5.35346 2.61869  0.027
C -5.98518 2.69425 2.17858  0.000
C 0.82296 -3.12253 0.11571  -0.041
C 3.98028 -2.95055 2.12550  0.055
C -5.10268 -0.27792 -0.87354  0.000
C 0.03554 -2.09544 0.56708  -0.032
C 5.13181 -5.01714 3.15468  0.017
C 5.05608 -3.90321 2.25494  0.013
C -5.17025 -2.48906 -0.34842  0.000
C -1.46662 2.80166 -3.51537  0.000
C 1.61538 -3.07205 -1.14531  -0.006
C -1.42455 2.08296 -4.70745  0.000
C -0.20529 5.42102 -2.51227  0.000
C -0.08503 6.76130 -2.12823  0.000
C 3.46344 -1.20363 -0.92079  0.003
C 3.10542 -2.63494 -1.15914  -0.004
C 0.07987 -0.66197 0.06674  0.002
C 3.08433 -2.06378 2.05130  -0.022
C 6.33972 -5.71771 3.34167  -0.001
C -5.83319 -1.44919 -1.06855  0.000
C 2.59443 -0.25552 -0.44173  -0.005
C 6.16818 -3.73106 1.38112  0.018
H -0.86390 -0.46862 -0.47723  -0.002
H 1.19850 -0.30151 4.17963  -0.015
H -2.19053 3.54473 -3.19103  0.000
H 1.03660 -2.49925 -1.88287  -0.001
H 0.02488 0.04101 0.94285  0.000
H 0.95685 0.94208 -0.97262  0.000
H 3.46728 -2.90365 -2.17624  0.000
H -5.26812 0.70802 -1.28513  0.000
H -5.47295 -3.52832 -0.27278  0.000
H -3.79595 2.03317 -1.07388  0.000
H -2.13995 2.16402 -5.50998  0.000
H 1.32774 1.15176 -3.07830  0.000
H 3.65654 -3.28784 -0.45376  0.000
H -2.45093 1.11517 -1.69617  0.000
H 6.40772 -6.55121 4.05283  0.000
H -0.47224 5.01153 -3.46719  0.000
H 0.45729 7.62976 -0.13604  0.000
H 8.46825 -5.78276 2.86586  0.001
H -3.27156 1.30256 3.51576  0.000
H 4.53793 -1.01908 -0.88484  0.000
H -6.76228 -1.51996 -1.62007  0.000
H -1.87085 3.19604 0.50650  0.000
H 6.08057 -3.00285 0.56303  0.001
H -0.24807 7.61076 -2.75044  0.000
H 4.24149 -5.33404 3.71251  0.001
H -5.41518 2.80476 4.34987  0.000
H 2.92785 0.57153 0.22058  0.001
H 0.83790 -4.07045 0.66759  0.000
H 1.03109 -0.52910 -1.86853  0.001
H 1.68874 -4.12333 -1.48346  0.000
H -5.56401 2.14387 0.06072  0.000
H 0.09404 0.57000 -5.42449  0.000
H -6.93937 3.19576 2.11884  0.000
H 0.60140 5.01398 0.62599  0.000
H 1.46116 -2.10290 4.17829  -0.003
H -2.32957 3.83821 -1.09586  0.000
H -0.80887 -2.28328 1.23621  0.000
H 8.19296 -4.28078 0.86556  0.000
H -0.19014 -1.39333 3.86186  -0.010
H -3.32144 -2.33916 0.93042  0.000

Atoms 1-3, force components in eV/Å:
V 2.25 -4.98 0.48
P -5.23 1.35 0.60
P -1.23 3.76 -2.80

The electronic energy comes out at -87143.094 eV. Its multiplicity is 2. For the HOMO-LUMO gap (spin up / spin down), the calculation gives 0.0851 / 0.0974 Ha. Its charge is +2. The value obtained for the HOMO energy (spin up / spin down) is -11.98 / -11.98 eV.

Number 2 is which compound? C4H8NS2

Which of these has the highest electronic energy? C4H5NO

Number 3 is which compound? C23H32BBrF24O8P